# 1
Entry from the OMol25 dataset: C25H20N2O2 in the gas phase (ωB97M-V with the def2-TZVPD basis set).

Structure (XYZ):
```
49
Properties=species:S:1:pos:R:3
O 1.4007 -2.0821 -1.2852
O -3.0949 -2.2876 -0.8067
N -0.8013 -1.8178 -0.4669
N 3.8832 1.1011 2.3832
C 0.7366 -0.5845 1.4585
C -0.0618 -3.9465 -0.7647
C -2.9800 0.6061 -0.8194
C -2.2760 0.5561 -2.1093
C -2.1095 0.1368 0.1853
C -2.6842 0.9071 -3.3972
C 2.2712 1.6039 0.6392
C 4.7867 0.0712 2.8596
C -2.4433 0.2604 1.5206
C -0.9712 0.0933 -1.8862
C -1.7296 0.8935 -4.4259
C 1.1548 1.2216 -0.0969
C -0.0299 0.0451 -2.8932
C 1.9239 -0.3010 2.1164
C -1.3898 -4.0092 -0.5698
C -4.2574 1.0568 -0.5121
C 0.3368 -2.5484 -0.8857
C -0.8190 -0.3510 -0.4454
C 2.7135 0.8094 1.7187
C -3.7387 0.7245 1.8420
C 0.4114 0.0998 0.2912
C 4.3525 2.4658 2.5191
C -1.9376 -2.6471 -0.6190
C -4.6433 1.0940 0.8345
C -0.4148 0.4683 -4.1766
H -5.6591 1.3985 1.1038
H 4.9174 2.5495 3.4587
H 0.0715 -1.3546 1.8593
H -4.0284 0.7800 2.8946
H -2.0158 1.2025 -5.4353
H 2.8507 2.4819 0.3414
H -4.9215 1.3433 -1.3291
H 3.5059 3.1662 2.5557
H -2.0402 -4.8650 -0.4900
H 0.9690 -0.3359 -2.6846
H 5.7190 0.0602 2.2676
H 4.3341 -0.9216 2.7977
H 5.0096 2.7602 1.6831
H -3.7229 1.1903 -3.5580
H 0.8524 1.7905 -0.9816
H 5.0578 0.2764 3.9036
H 0.3305 0.4534 -4.9761
H 0.6721 -4.7260 -0.8826
H -1.7121 0.0036 2.2862
H 2.2208 -0.8930 2.9777
```

The value obtained for the HOMO energy is -7.4 eV. As for the energy relative to the best compared isomer or geometry (same formula, charge and spin): 0.00 kJ/mol. Its spin multiplicity is 1. Its LUMO energy is -0.699 eV. As for the charge: 0.

***

# 2
Entry from the OMol25 dataset: a molecular structure, CH7NOSi2 (ωB97M-V with the def2-TZVPD basis set).

Structure (XYZ):
```
12
Properties=species:S:1:pos:R:3
Si -0.1451 0.5061 1.2255
Si -0.8826 -0.8366 -3.4180
O -1.1496 -2.2436 -2.9279
N -0.1447 0.2959 -1.7868
C -0.1333 0.3421 -0.6425
H 1.0498 1.2841 1.5466
H -0.1113 -0.8480 1.7625
H 1.9583 0.5138 5.1763
H 0.2954 -0.4757 -4.1946
H 2.5820 0.0661 5.2962
H -1.9402 0.1593 -3.5485
H -1.3787 1.2365 1.5109
```

The value obtained for the HOMO energy is -9.2 eV. As for the energy relative to the best compared isomer or geometry (same formula, charge and spin): 139.97 kJ/mol. Its spin multiplicity is 1. Its LUMO energy is -0.028 eV. As for the charge: 0.

***

# 3
Entry from the OMol25 dataset: a molecular structure, C24H17CuN5O2 (ωB97M-V with the def2-TZVPD basis set).

Structure (XYZ):
```
49
Properties=species:S:1:pos:R:3
Cu -0.7578 -0.0738 -0.0216
O -0.4484 -2.0951 -3.6690
O -3.3864 -1.7866 2.7543
N -0.0290 1.5050 -0.6010
N 2.2618 -1.8715 -2.1590
N -0.8125 -1.6753 -1.3952
N -2.2300 -1.1912 0.8102
N -0.5596 0.2855 2.2708
C -2.5608 -3.2563 -2.2060
C -2.5303 -1.1592 2.0973
C -3.7666 -3.9103 -1.9800
C -4.0007 -2.7728 0.1165
C 3.3700 3.7766 0.3945
C 0.2100 1.1615 2.9140
C 1.0437 3.6452 -0.3084
C -0.1317 -1.6730 -2.5439
C -2.0423 -2.3404 -1.2800
C 3.4986 -1.3658 -2.2191
C 1.0272 2.1988 -0.2749
C 2.7208 0.7842 -2.8731
C 3.7844 -0.0631 -2.5719
C 2.2904 1.6135 0.1191
C -2.7902 -2.1096 -0.0901
C -1.6470 -0.1915 2.8724
C 3.3938 2.3782 0.4299
C -4.4941 -3.6681 -0.8261
C 1.4417 0.2754 -2.8395
C -1.1784 1.0617 4.8499
C 1.2546 -1.0595 -2.4710
C 2.1623 4.3785 0.0185
C -1.9864 0.1660 4.1751
C -0.0589 1.5776 4.2087
H 1.0595 1.5428 2.3574
H 0.5756 0.8927 -3.0281
H -5.4384 -4.1727 -0.6482
H -2.8752 -0.2736 4.6054
H 4.3016 -2.0501 -1.9547
H -4.5321 -2.5810 1.0353
H 4.2427 4.3682 0.6435
H -4.1331 -4.6100 -2.7250
H 0.1245 4.1435 -0.5979
H 2.3524 0.5293 0.1492
H 4.3109 1.8632 0.7083
H 0.5968 2.2915 4.6905
H -2.0093 -3.4387 -3.1131
H 4.8076 0.2919 -2.5686
H 2.8918 1.8303 -3.0952
H 2.0962 5.4640 -0.0232
H -1.4199 1.3642 5.8633
```

The value obtained for the HOMO energy (alpha / beta) is -0.5 / -0.3 eV. As for the energy relative to the best compared isomer or geometry (same formula, charge and spin): 0.00 kJ/mol. Its spin multiplicity is 2. Its LUMO energy (alpha / beta) is 4.920 / 4.921 eV. The expectation value of S² is 0.76. As for the charge: -2.

***

# 4
Entry from the OMol25 dataset: 2 unconnected molecules or ions with the total composition C4H14N (ωB97M-V with the def2-TZVPD basis set).

Structure (XYZ):
```
19
Properties=species:S:1:pos:R:3
N 0.2173 -1.2719 0.8243
C -0.9158 -2.1375 0.3900
C -0.0775 -0.5125 2.1019
C 1.0889 1.8080 -1.1880
C -0.1850 1.7099 -1.9923
H -0.9922 -2.7650 1.2760
H -1.8652 -1.6600 0.1298
H 1.0221 2.4707 -0.2841
H -0.6803 2.7186 -2.2256
H 1.8745 2.1488 -1.7546
H 1.3244 0.8201 -0.7805
H -0.9393 1.1246 -1.3466
H -0.9458 0.2279 1.8303
H 0.0904 1.1050 -2.9633
H -0.4818 -0.9428 3.0560
H 1.1508 -1.7977 0.9703
H -0.6997 -2.6476 -0.4778
H 0.2386 -0.5158 0.1286
H 0.7756 0.1172 2.3056
```

The value obtained for the HOMO energy is -15.2 eV. As for the energy relative to the best compared isomer or geometry (same formula, charge and spin): 168.55 kJ/mol. Its spin multiplicity is 1. Its LUMO energy is -3.597 eV. As for the charge: +1.

***

# 5
Entry from the OMol25 dataset: 2 unconnected molecules or ions with the total composition C5H14N2S (ωB97M-V with the def2-TZVPD basis set).

Structure (XYZ):
```
22
Properties=species:S:1:pos:R:3
S 2.3089 -1.3980 0.4353
N 0.7585 0.8663 -1.9804
N -0.4464 3.4504 0.4682
C -1.3418 -2.1272 0.0433
C -0.4348 2.3687 -0.4687
C 0.6874 1.8200 -0.9296
C 0.6716 -1.1881 1.2571
C -0.2452 -2.4095 1.0632
H -0.9324 -1.7816 -0.9083
H 0.2421 3.2977 1.1928
H 0.2226 -0.2852 0.8375
H 0.8169 -0.9359 2.3056
H 0.3512 -3.2348 0.6766
H 1.9459 -1.1138 -0.7862
H -1.9847 -1.3189 0.4021
H -0.1622 0.6166 -2.3279
H 1.6121 2.1756 -0.4883
H -1.9467 -3.0067 -0.1685
H -1.4278 2.1043 -0.8163
H -1.3604 3.5554 0.8883
H -0.6459 -2.7097 2.0320
H 1.3113 1.2541 -2.7278
```

The value obtained for the HOMO energy is -7.7 eV. As for the energy relative to the best compared isomer or geometry (same formula, charge and spin): 63.51 kJ/mol. Its spin multiplicity is 1. Its LUMO energy is 0.955 eV. As for the charge: 0.

***

# 6
Entry from the OMol25 dataset: 4 unconnected molecules or ions with the total composition C25H44F8N5O11S3 (ωB97M-V with the def2-TZVPD basis set).

Structure (XYZ):
```
96
Properties=species:S:1:pos:R:3
S -2.6873 5.2870 -3.5393
S -6.0918 -4.7111 -2.0385
S 1.7760 3.3341 -0.1016
F -0.4328 -0.1983 3.2650
F -5.3868 -0.3889 2.8384
F -0.8452 0.5912 1.3236
F -2.7995 -0.1036 3.5642
F -3.4649 1.0855 1.2359
F -5.2449 -1.8467 1.2335
F -3.1431 -0.7815 0.2100
F -2.7756 -2.0055 2.6405
O 2.5867 2.2087 0.2708
O -6.9538 -3.5749 -2.7472
O -6.7984 -5.9501 -2.1101
O -1.4301 4.7084 -3.9144
O 0.3753 3.2227 0.6482
O -3.9175 4.6073 -3.7903
O 5.4728 -0.1317 0.6729
O -2.7688 6.7608 -4.1245
O -4.7379 -4.6125 -2.4936
O 2.2789 4.6635 0.0330
O 1.0716 -1.5417 1.7810
N 4.1513 -5.0577 3.2449
N 5.8383 -3.9492 2.1498
N 5.0434 -1.9388 2.0934
N 4.1081 -2.7170 2.7257
N 6.9279 -3.8690 -0.7947
C 0.3734 3.0991 2.0838
C 1.1710 3.1132 -1.7364
C 7.3603 -2.3769 1.1334
C 7.2462 1.5595 1.1929
C 5.8221 1.2594 0.7064
C -6.2049 -4.0842 -0.3981
C 7.6995 -3.4685 0.1096
C -0.2949 -1.6766 1.4778
C 1.9835 -5.2597 4.5907
C 0.7045 4.4052 2.7803
C -2.5907 6.9416 -5.5459
C 2.8584 -2.1793 3.2406
C -2.5273 -0.7231 2.4217
C -2.6351 5.7265 -1.8340
C -6.9492 -3.5198 -4.1885
C -4.9864 -0.5862 1.5891
C -3.5109 -0.2161 1.3628
C 4.6602 -3.9191 2.7236
C 1.6166 -2.6346 2.4717
C 6.0600 -2.6852 1.7850
C -7.7795 -4.6235 -4.8143
C 4.8780 -0.5038 1.8588
C -1.0288 -0.4737 2.0972
C -3.8004 6.4958 -6.3437
C 2.9884 -5.2217 3.9046
H 5.2497 0.0678 2.7128
H 7.4444 -1.3870 0.7116
H 0.4112 3.8651 -1.9359
H -1.6856 6.4284 -5.8749
H -7.2541 -3.9828 -0.1326
H -1.7144 6.2689 -1.6341
H -5.9223 -3.5367 -4.5577
H -5.7226 -4.8058 0.2579
H 8.1176 -2.4534 1.9152
H -7.3718 -2.5511 -4.4489
H 2.7452 -2.5703 4.2438
H 3.8107 -0.2788 1.7885
H 4.7227 -5.8787 3.1208
H -7.3452 -5.6037 -4.6236
H -0.4202 -1.5933 0.3990
H 7.8128 0.6787 1.4878
H -2.4292 8.0079 -5.6898
H 0.8933 -3.0085 3.1959
H 6.0465 -3.3490 -0.7683
H 1.1624 -5.2916 5.2472
H -3.9508 5.4196 -6.2697
H 2.8591 -1.1021 3.3392
H 0.5884 4.2972 3.8591
H 2.0094 3.2445 -2.4171
H -3.5059 6.3336 -1.6020
H 7.2397 2.2205 2.0551
H 1.0537 2.3010 2.3887
H -5.5775 0.0693 0.9496
H -0.6336 2.7851 2.3524
H -5.6961 -3.1341 -0.3529
H -2.6620 4.8009 -1.2623
H 7.8364 2.0705 0.4411
H -8.7879 -4.6272 -4.4008
H -3.6696 6.7462 -7.3965
H 1.7300 4.7136 2.5807
H 5.7428 1.6278 -0.3054
H 0.7626 2.1108 -1.8325
H -4.7045 6.9781 -5.9725
H 8.6809 -3.9260 0.1820
H 0.0505 5.2034 2.4305
H -0.7138 -2.6366 1.7657
H -7.8377 -4.4847 -5.8941
H 5.1045 1.7934 1.3205
H 1.8695 -3.4837 1.8265
```

The value obtained for the HOMO energy is -12.1 eV. Its spin multiplicity is 1. Its LUMO energy is -2.526 eV. As for the charge: +1.

***

# 7
Entry from the OMol25 dataset: 5 unconnected molecules or ions with the total composition C29H30B2N2O18 (ωB97M-V with the def2-TZVPD basis set).

Structure (XYZ):
```
81
Properties=species:S:1:pos:R:3
O 5.1055 -0.1871 -2.4834
O -0.0314 -2.3330 -3.7432
O 3.3238 -1.1795 -6.8350
O 1.8669 -2.9411 -2.0749
O -3.1042 -4.3466 -1.0255
O 7.4814 -0.9977 -3.2317
O -0.4142 -9.0722 3.4667
O -2.9283 0.7531 0.3408
O -0.7993 -5.6936 0.2304
O -1.7232 5.6406 -0.3461
O -5.2631 -0.4176 0.3802
O -0.7023 -3.1625 -0.9760
O 5.2282 -1.8380 -5.1686
O -5.9690 6.1293 3.5387
O 0.5608 -3.9850 1.7044
O 0.8456 -7.3520 4.9635
O 6.8946 2.5413 0.8983
O 9.2578 1.7566 0.1320
N -1.8303 6.0375 2.0677
N -6.9956 5.9000 1.4929
C 8.5039 0.3203 -1.5834
C 1.2118 -2.1833 -4.1752
C -1.7868 -2.4468 -0.6507
C -4.2209 -1.1594 0.0266
C -5.3887 4.1936 2.2733
C -0.2354 -7.8609 2.9646
C -6.1014 5.4999 2.5126
C 2.2635 -2.5572 -3.1582
C -2.5840 7.2861 2.2398
C 3.6576 -2.4352 -3.5348
C 2.9275 -1.5940 -5.7605
C 0.7768 -5.5711 3.4152
C -2.9080 -0.4247 0.0344
C -0.4239 -6.1340 1.3018
C 5.8568 1.2266 -0.7488
C -4.8120 4.0007 0.8384
C 6.9427 1.6880 -0.1125
C -4.3074 -2.4512 -0.3139
C 0.3463 -5.1934 2.2023
C -1.7022 -1.1545 -0.3148
C 0.5081 -6.9164 3.8784
C 8.3400 1.2665 -0.4998
C 1.5303 -1.7325 -5.3976
C -0.6721 -7.4857 1.7540
C -3.1061 -3.1816 -0.6873
C 7.4194 -0.1430 -2.2225
C 6.0226 0.2909 -1.8409
C -1.7600 5.2658 3.3119
C 3.9708 -1.9856 -4.7507
B -2.2191 5.2568 0.8889
B -3.2469 3.9216 0.9946
H -1.2328 4.3284 3.1184
H -0.0024 -9.0619 4.3533
H -1.0015 -4.0799 -1.1576
H -5.1672 3.0419 0.4504
H -5.1467 4.7620 0.1345
H -0.7617 -0.6212 -0.2891
H -2.4864 7.6460 3.2646
H 4.4061 -2.7134 -2.8086
H 0.7850 -1.4595 -6.1310
H 5.1728 -1.4890 -6.0798
H -6.1220 3.4067 2.4645
H -2.7366 5.0234 3.7490
H -1.1567 5.8175 4.0358
H 0.1754 -3.9524 0.8062
H -4.9091 0.4729 0.5688
H 7.8223 2.7032 1.1606
H -1.7118 6.5971 -0.4688
H 1.3258 -4.9090 4.0693
H -1.2101 -8.1520 1.0950
H -3.6463 7.2052 1.9780
H -6.4880 6.2795 0.7015
H -7.5602 6.6514 1.8790
H -5.2459 -2.9869 -0.3273
H 0.0322 -2.6518 -2.8163
H -2.1583 8.0712 1.6037
H 9.5076 0.0194 -1.8477
H 6.5691 -1.1527 -3.5524
H -2.7813 2.8701 1.2752
H -4.6023 4.1063 3.0246
H 4.8528 1.5208 -0.4776
```

The value obtained for the HOMO energy is -8.5 eV. Its spin multiplicity is 1. Its LUMO energy is -1.618 eV. As for the charge: 0.

***

# 8
Entry from the OMol25 dataset: 2 unconnected molecules or ions with the total composition C4H10NS (ωB97M-V with the def2-TZVPD basis set).

Structure (XYZ):
```
16
Properties=species:S:1:pos:R:3
S 0.4551 1.2522 0.1862
N 2.5267 -2.3771 1.1314
C 2.2648 -1.8342 -0.0175
C -2.4139 1.1751 -1.2991
C -1.0420 0.4178 0.6057
C -1.7733 -0.0801 -0.6284
H -1.7801 0.9825 1.2136
H -0.8237 -0.5170 1.2146
H -2.6213 -0.8077 -0.3593
H 2.6909 -1.6397 1.8658
H -3.2331 1.5791 -0.6623
H -1.6850 1.9555 -1.6178
H -2.9258 0.8412 -2.2262
H 2.1364 -2.5160 -0.8990
H 2.1138 -0.7664 -0.0549
H -1.0538 -0.5773 -1.3364
```

The value obtained for the HOMO energy is -2.5 eV. As for the energy relative to the best compared isomer or geometry (same formula, charge and spin): 79.35 kJ/mol. Its spin multiplicity is 1. Its LUMO energy is 4.094 eV. As for the charge: -1.